No. 1
{"formula": "C20H36N4S", "method": "ωB97M-V with the def2-TZVPD basis set", "species": ["C", "C", "C", "C", "C", "C", "N", "S", "N", "C", "C", "H", "H", "H", "H", "H", "H", "C", "C", "N", "C", "C", "C", "C", "H", "H", "H", "H", "H", "H", "H", "H", "H", "H", "H", "H", "H", "H", "H", "C", "C", "N", "C", "C", "C", "C", "H", "H", "H", "H", "H", "H", "H", "H", "H", "H", "H", "H", "H", "H", "H"], "positions_angstrom": [[2.812, -1.380, -1.281], [3.587, -0.233, -0.858], [3.823, 0.246, 0.632], [5.280, 0.721, 1.102], [5.537, 1.239, 2.555], [4.295, 1.293, 3.531], [4.227, 1.746, 4.911], [2.589, 1.518, 5.412], [1.754, 0.875, 4.047], [2.852, 0.806, 3.098], [2.619, 0.291, 1.634], [3.171, -2.467, -1.295], [1.751, -1.176, -1.704], [4.066, 0.417, -1.688], [6.170, 0.694, 0.378], [6.583, 1.587, 2.891], [1.617, -0.066, 1.223], [-4.817, 3.298, 3.796], [-3.641, 3.156, 2.836], [-2.564, 4.113, 3.068], [-1.570, 4.129, 1.994], [-0.742, 2.863, 1.778], [-2.014, 4.149, 4.420], [-1.419, 2.857, 4.978], [-5.238, 4.307, 3.760], [-5.607, 2.595, 3.520], [-4.534, 3.075, 4.828], [-4.036, 3.312, 1.826], [-3.281, 2.120, 2.874], [-0.888, 4.974, 2.146], [-2.091, 4.357, 1.057], [0.035, 2.753, 2.534], [-0.232, 2.921, 0.809], [-1.353, 1.958, 1.768], [-2.803, 4.486, 5.100], [-1.256, 4.939, 4.482], [-2.028, 1.979, 4.751], [-1.343, 2.927, 6.067], [-0.409, 2.685, 4.602], [-1.162, -1.919, -6.134], [-0.366, -3.155, -5.730], [0.132, -3.119, -4.358], [1.095, -4.182, -4.071], [0.593, -5.624, -4.121], [-0.865, -2.890, -3.316], [-2.022, -3.882, -3.210], [-0.572, -1.008, -6.005], [-1.444, -1.990, -7.188], [-2.087, -1.821, -5.560], [0.490, -3.217, -6.411], [-0.980, -4.044, -5.917], [1.550, -4.002, -3.089], [1.924, -4.088, -4.782], [0.005, -5.879, -3.239], [1.448, -6.309, -4.137], [-0.003, -5.831, -5.012], [-1.283, -1.888, -3.460], [-0.364, -2.830, -2.343], [-2.429, -4.161, -4.184], [-2.837, -3.436, -2.632], [-1.725, -4.791, -2.684]], "homo_lumo_gap_ev": 6.30, "energy_ev": -38109.965, "e_homo_ev": -7.8}

***

No. 2
{"formula": "C20H37F3NO8Ti", "method": "ωB97M-V with the def2-TZVPD basis set", "species": ["Ti", "C", "O", "O", "C", "F", "F", "F", "C", "C", "H", "H", "H", "H", "H", "H", "O", "C", "O", "C", "C", "C", "H", "H", "H", "H", "H", "H", "H", "H", "O", "C", "O", "C", "C", "C", "H", "H", "H", "H", "H", "H", "H", "H", "O", "C", "O", "C", "C", "C", "H", "H", "H", "H", "H", "H", "H", "H", "C", "C", "C", "C", "N", "H", "H", "H", "H", "H", "H", "H"], "positions_angstrom": [[-0.456, 0.255, -0.970], [-1.765, 2.600, -2.080], [-0.610, 2.468, -1.191], [-2.163, 1.295, -2.430], [-2.851, 3.562, -1.402], [-2.441, 4.775, -1.180], [-4.008, 3.726, -2.114], [-3.184, 3.104, -0.189], [0.507, 3.313, -1.388], [1.401, 2.831, -0.185], [0.825, 2.995, 0.725], [1.805, 1.840, -0.394], [2.261, 3.482, -0.024], [0.289, 4.368, -1.226], [1.067, 3.026, -2.279], [-1.459, 3.129, -2.982], [-1.773, 0.089, 0.881], [-2.937, 0.322, 1.238], [-3.361, 1.016, 2.318], [-2.439, 1.646, 3.213], [-2.083, 0.662, 4.357], [-4.126, -0.013, 0.288], [-2.998, 2.498, 3.601], [-1.516, 1.901, 2.692], [-1.430, 1.067, 5.131], [-1.640, -0.250, 3.959], [-2.984, 0.382, 4.903], [-4.822, -0.642, 0.844], [-3.857, -0.715, -0.501], [-4.733, 0.819, -0.068], [-1.271, -2.391, -0.865], [-1.809, -3.269, -0.175], [-2.157, -4.490, -0.530], [-2.020, -4.823, -1.875], [-1.887, -6.316, -1.918], [-2.167, -3.042, 1.221], [-1.152, -4.463, -2.428], [-2.899, -4.595, -2.478], [-1.024, -6.695, -1.372], [-1.818, -6.663, -2.949], [-2.717, -6.774, -1.379], [-3.248, -2.994, 1.351], [-1.679, -2.136, 1.581], [-1.825, -3.937, 1.741], [1.515, -0.199, -2.641], [2.447, -0.878, -3.042], [3.713, -0.359, -3.223], [4.118, 0.853, -2.696], [4.485, 0.644, -1.204], [2.323, -2.315, -3.440], [3.304, 1.577, -2.660], [4.900, 1.288, -3.318], [3.668, 0.228, -0.614], [4.633, 1.637, -0.781], [5.399, 0.076, -1.031], [3.274, -2.817, -3.260], [1.978, -2.555, -4.446], [1.612, -2.792, -2.765], [3.746, 1.878, 2.334], [2.990, 1.101, 3.423], [1.602, 0.663, 2.896], [1.471, -0.145, 1.685], [1.338, -0.687, 0.677], [3.462, 2.928, 2.259], [3.745, 1.383, 1.363], [4.788, 2.002, 2.629], [2.959, 1.745, 4.302], [3.534, 0.194, 3.690], [1.042, 1.593, 2.795], [1.109, -0.008, 3.599]], "s2": 3.754, "e_above_lowest_ev": 2.109, "homo_lumo_gap_ev": [3.95, 7.83], "spin_multiplicity": 4, "energy_ev": -70475.045, "e_homo_ev": [-3.5, -7.4]}

***

No. 3
{"formula": "C20H37O7S", "method": "ωB97M-V with the def2-TZVPD basis set", "species": ["C", "C", "C", "C", "C", "C", "C", "C", "O", "C", "O", "C", "C", "C", "O", "O", "C", "C", "C", "C", "C", "C", "C", "C", "S", "O", "O", "O", "H", "H", "H", "H", "H", "H", "H", "H", "H", "H", "H", "H", "H", "H", "H", "H", "H", "H", "H", "H", "H", "H", "H", "H", "H", "H", "H", "H", "H", "H", "H", "H", "H", "H", "H", "H", "H"], "positions_angstrom": [[-6.563, -2.842, 0.740], [-6.440, -1.328, 0.868], [-5.035, -0.846, 0.517], [-4.888, 0.667, 0.661], [-3.508, 1.151, 0.199], [-3.138, 2.493, 0.839], [-1.709, 2.916, 0.520], [-3.453, 1.226, -1.332], [-2.148, 0.956, -1.828], [-1.849, -0.329, -2.095], [-2.681, -1.193, -2.216], [-0.399, -0.464, -2.527], [0.500, 0.370, -1.654], [1.942, 0.287, -1.917], [2.505, -0.515, -2.628], [2.582, 1.253, -1.235], [4.000, 1.205, -1.169], [4.486, 0.820, 0.234], [3.873, 1.745, 1.294], [4.202, 3.221, 1.099], [4.126, -0.626, 0.592], [4.767, -1.693, -0.292], [4.243, -3.088, 0.051], [4.712, -3.595, 1.411], [0.312, -0.430, 0.029], [-1.117, -0.722, 0.078], [0.728, 0.575, 0.992], [1.146, -1.614, 0.008], [-5.865, -3.334, 1.414], [-6.328, -3.153, -0.275], [-7.572, -3.174, 0.982], [-6.684, -1.029, 1.892], [-7.166, -0.849, 0.205], [-4.306, -1.329, 1.170], [-4.790, -1.148, -0.501], [-5.029, 0.936, 1.711], [-5.670, 1.177, 0.087], [-2.756, 0.413, 0.496], [-3.842, 3.265, 0.506], [-3.241, 2.398, 1.923], [-1.008, 2.135, 0.812], [-1.592, 3.096, -0.546], [-1.455, 3.832, 1.053], [-3.707, 2.228, -1.693], [-4.141, 0.497, -1.774], [-0.108, -1.511, -2.430], [-0.330, -0.174, -3.582], [0.165, 1.389, -1.496], [4.358, 2.206, -1.432], [4.365, 0.494, -1.917], [5.580, 0.937, 0.229], [2.790, 1.600, 1.280], [4.241, 1.430, 2.273], [3.861, 3.794, 1.960], [5.278, 3.370, 0.993], [3.706, 3.617, 0.218], [4.429, -0.794, 1.628], [3.042, -0.743, 0.542], [5.859, -1.662, -0.198], [4.509, -1.503, -1.334], [3.154, -3.046, 0.028], [4.575, -3.790, -0.720], [4.386, -4.622, 1.564], [5.800, -3.565, 1.481], [4.295, -2.988, 2.209]], "e_above_lowest_ev": 0.025, "homo_lumo_gap_ev": 9.22, "energy_ev": -46512.049, "e_homo_ev": -6.2, "total_charge": -1, "smiles": "CCCC[C@H](CC)COC(=O)C[C@H](C(=O)OC[C@@H](CC)CCCC)S(=O)(=O)[O-]"}

***

No. 4
{"formula": "C20H38BrCsO5P2", "method": "ωB97M-V with the def2-TZVPD basis set", "species": ["C", "C", "C", "C", "C", "C", "C", "C", "C", "C", "C", "C", "O", "C", "C", "O", "C", "C", "P", "C", "Br", "C", "P", "O", "O", "O", "C", "C", "H", "H", "H", "H", "H", "H", "H", "H", "H", "H", "H", "H", "H", "H", "H", "H", "H", "H", "H", "H", "H", "H", "H", "H", "H", "H", "H", "H", "H", "H", "H", "H", "H", "H", "H", "H", "H", "H", "Cs"], "positions_angstrom": [[-0.577, 4.092, 0.527], [0.374, 4.077, 1.760], [1.509, 3.085, 1.491], [1.016, 5.485, 1.862], [-0.379, 3.849, 3.091], [-0.591, 2.411, 3.604], [-1.569, 2.511, 4.831], [0.708, 1.801, 4.185], [-1.286, 1.496, 2.603], [-0.831, 0.207, 2.336], [-1.521, -0.614, 1.455], [-2.680, -0.185, 0.830], [-3.336, -1.060, -0.010], [-3.309, -0.673, -1.385], [-1.979, -1.166, -1.990], [-1.982, -2.531, -2.256], [-0.668, -3.131, -1.936], [-0.460, -4.376, -2.752], [1.385, -4.920, -2.896], [1.924, -4.003, -1.302], [0.967, -6.910, -1.506], [1.684, -3.389, -4.052], [3.259, -2.553, -4.051], [3.163, -1.140, -3.608], [3.782, -2.663, -5.579], [4.389, -3.337, -3.238], [-3.145, 1.095, 1.089], [-2.449, 1.910, 1.965], [-1.615, 4.263, 0.800], [-0.266, 4.875, -0.166], [-0.488, 3.144, -0.009], [2.007, 3.357, 0.559], [1.162, 2.053, 1.458], [2.265, 3.173, 2.276], [1.388, 5.833, 0.901], [1.834, 5.476, 2.587], [0.279, 6.189, 2.261], [0.165, 4.384, 3.876], [-1.350, 4.346, 3.020], [-1.048, 2.873, 5.715], [-1.981, 1.517, 5.008], [-2.416, 3.146, 4.568], [1.241, 2.592, 4.710], [0.426, 1.023, 4.894], [1.349, 1.361, 3.425], [0.055, -0.206, 2.795], [-1.174, -1.624, 1.265], [-4.160, -1.152, -1.864], [-3.363, 0.420, -1.449], [-1.806, -0.591, -2.969], [-1.179, -0.855, -1.283], [0.081, -2.360, -2.129], [-0.721, -3.382, -0.877], [-1.091, -5.163, -2.347], [-0.793, -4.220, -3.787], [0.997, -5.699, -4.051], [2.719, -5.424, -3.046], [1.971, -2.912, -1.409], [2.945, -4.336, -1.095], [1.342, -4.288, -0.429], [1.516, -3.753, -5.070], [0.969, -2.584, -3.882], [4.721, -2.434, -5.583], [4.587, -2.863, -2.422], [-4.058, 1.433, 0.611], [-2.864, 2.895, 2.144], [-1.048, 0.123, -4.077]], "homo_lumo_gap_ev": 5.70, "energy_ev": -120757.500, "e_homo_ev": -7.1}

***

No. 5
{"formula": "C20H38ClN2O13P3", "method": "ωB97M-V with the def2-TZVPD basis set", "species": ["C", "C", "O", "C", "C", "N", "C", "C", "C", "C", "C", "C", "N", "C", "Cl", "H", "H", "H", "H", "H", "H", "H", "H", "H", "H", "H", "C", "O", "P", "O", "O", "C", "O", "C", "H", "H", "H", "H", "H", "H", "H", "H", "H", "C", "O", "P", "O", "O", "C", "O", "C", "H", "H", "H", "H", "H", "H", "H", "H", "H", "C", "O", "P", "O", "O", "C", "O", "C", "H", "H", "H", "H", "H", "H", "H", "H", "H"], "positions_angstrom": [[-6.035, 1.557, -2.528], [-4.532, 1.882, -2.260], [-3.909, 2.260, -3.496], [-3.786, 0.687, -1.617], [-2.518, 1.282, -0.976], [-2.722, 2.196, -0.051], [-1.585, 2.732, 0.478], [-1.719, 3.760, 1.465], [-0.628, 4.354, 2.039], [0.682, 3.936, 1.592], [0.821, 2.956, 0.651], [-0.320, 2.308, 0.047], [-0.052, 1.333, -0.875], [-1.180, 0.873, -1.338], [-1.025, -0.411, -2.568], [-6.564, 1.715, -1.570], [-6.151, 0.509, -2.861], [-6.419, 2.229, -3.311], [-4.530, 2.778, -1.617], [-3.428, 3.087, -3.351], [-3.568, -0.119, -2.326], [-4.377, 0.304, -0.762], [-2.720, 4.078, 1.773], [-0.789, 5.127, 2.793], [1.540, 4.444, 2.043], [1.842, 2.680, 0.361], [2.356, -0.397, -0.532], [3.298, -0.287, 0.573], [3.483, -1.609, 1.608], [3.604, -0.834, 2.878], [4.970, -1.936, 0.990], [5.090, -2.255, -0.394], [3.327, -3.147, 2.255], [4.325, -3.590, 3.174], [1.669, 0.453, -0.499], [2.907, -0.373, -1.474], [1.774, -1.319, -0.483], [5.407, -1.367, -0.944], [4.150, -2.623, -0.812], [5.850, -3.026, -0.509], [4.260, -3.033, 4.107], [5.323, -3.506, 2.749], [4.129, -4.644, 3.377], [1.016, -4.828, 3.195], [1.438, -6.209, 3.357], [0.632, -7.170, 4.491], [1.834, -7.891, 5.004], [-0.109, -8.019, 3.295], [-0.968, -7.332, 2.389], [-0.481, -7.661, 5.639], [-0.628, -9.060, 5.845], [1.885, -4.184, 3.291], [0.589, -4.701, 2.199], [0.275, -4.539, 3.942], [-0.425, -7.118, 1.467], [-1.345, -6.397, 2.812], [-1.814, -7.977, 2.155], [0.265, -9.475, 6.309], [-0.847, -9.580, 4.913], [-1.473, -9.198, 6.520], [0.409, 3.210, -4.721], [-0.667, 3.997, -4.153], [-0.274, 5.288, -3.110], [-1.427, 4.979, -2.192], [-0.704, 6.374, -4.265], [0.067, 6.455, -5.463], [0.361, 6.497, -2.129], [-0.512, 7.550, -1.740], [0.216, 2.157, -4.519], [0.436, 3.364, -5.801], [1.379, 3.476, -4.300], [-0.434, 5.893, -6.254], [1.078, 6.062, -5.327], [0.134, 7.498, -5.765], [-1.273, 7.181, -1.054], [-0.977, 8.024, -2.603], [0.094, 8.296, -1.225]], "homo_lumo_gap_ev": 6.51, "energy_ev": -91337.750, "e_homo_ev": -9.2, "smiles": "C[C@H](O)Cc1nc2ccccc2nc1Cl.COP(=O)(OC)OC.COP(=O)(OC)OC.COP(=O)(OC)OC"}

***

No. 6
{"formula": "C20H38CuN13O7", "method": "ωB97M-V with the def2-TZVPD basis set", "species": ["Cu", "N", "O", "O", "O", "C", "O", "N", "N", "H", "H", "H", "H", "C", "O", "N", "N", "H", "H", "H", "H", "C", "O", "N", "N", "H", "H", "H", "H", "C", "O", "N", "N", "H", "H", "H", "H", "C", "C", "C", "C", "N", "H", "H", "H", "H", "H", "H", "H", "N", "C", "C", "C", "C", "H", "H", "H", "H", "H", "N", "C", "C", "C", "C", "H", "H", "H", "H", "H", "N", "C", "C", "C", "C", "H", "H", "H", "H", "H"], "positions_angstrom": [[-2.993, -1.868, -5.965], [-1.201, -0.477, -1.469], [-1.220, -0.569, -2.698], [-0.365, 0.304, -0.980], [-1.906, -1.101, -0.710], [1.731, 6.103, 0.901], [2.346, 5.524, 1.797], [2.120, 7.304, 0.528], [0.908, 5.542, 0.053], [1.844, 7.695, -0.362], [2.587, 7.845, 1.241], [0.360, 6.211, -0.468], [0.780, 4.541, 0.007], [-7.266, -3.833, -3.659], [-6.146, -3.875, -4.098], [-8.264, -4.420, -4.222], [-7.616, -3.240, -2.516], [-8.122, -5.011, -5.029], [-9.194, -4.366, -3.831], [-6.842, -2.817, -2.023], [-8.586, -3.185, -2.240], [1.736, 1.170, 5.749], [1.368, 0.726, 6.808], [1.307, 0.718, 4.568], [2.353, 2.343, 5.764], [1.531, 1.187, 3.703], [0.723, -0.105, 4.619], [2.640, 2.593, 6.699], [2.555, 2.924, 4.962], [-3.383, -0.704, 5.089], [-3.629, -0.586, 6.297], [-3.056, -1.810, 4.425], [-3.243, 0.327, 4.336], [-2.986, -2.705, 4.888], [-3.136, -1.658, 3.430], [-3.343, 1.269, 4.686], [-3.105, 0.033, 3.380], [8.319, 1.775, -0.388], [6.871, 1.444, -0.534], [6.289, 0.824, 0.783], [6.561, -0.583, 0.845], [6.821, -1.703, 0.860], [8.636, 2.301, -1.289], [8.955, 0.901, -0.244], [8.492, 2.588, 0.316], [6.732, 0.757, -1.369], [6.259, 2.307, -0.794], [5.228, 1.052, 0.673], [6.675, 1.218, 1.724], [-0.059, -5.615, 0.933], [0.877, -4.782, 1.430], [1.172, -5.326, 2.708], [0.296, -6.412, 2.947], [-0.531, -6.558, 1.813], [-0.381, -5.532, -0.021], [1.390, -4.013, 0.872], [2.016, -4.938, 3.258], [0.306, -6.997, 3.855], [-1.178, -7.368, 1.511], [3.090, -2.552, -5.548], [3.597, -2.822, -6.741], [4.402, -1.773, -7.120], [4.361, -0.890, -6.093], [3.600, -1.441, -5.060], [2.379, -3.112, -5.099], [3.296, -3.722, -7.256], [5.095, -1.740, -7.947], [4.944, 0.014, -5.994], [3.271, -0.990, -4.136], [-6.513, 3.758, -1.127], [-6.946, 4.713, -0.242], [-5.924, 4.942, 0.706], [-4.893, 4.082, 0.349], [-5.304, 3.249, -0.713], [-7.038, 3.371, -1.898], [-7.790, 5.356, -0.448], [-5.916, 5.745, 1.428], [-3.874, 3.984, 0.694], [-4.872, 2.457, -1.307]], "s2": 0.763, "homo_lumo_gap_ev": [2.58, 1.02], "spin_multiplicity": 2, "energy_ev": -99683.352, "e_homo_ev": [-8.9, -8.9], "total_charge": 1}